No. 1
Density functional theory data (ωB97M-V/def2-TZVPD) for C32H39BKN9O5 as an isolated structure.

The net charge is -2. The lowest unoccupied orbital energy is 4.25 eV. Its energy above the lowest of the compared OMol25 structures with the same formula, charge and spin is 25.1 kJ/mol. For the highest occupied orbital energy, the calculation gives -2.6 eV. As for the HOMO-LUMO gap: 6.88 eV.

Geometry as XYZ:
```
87
C32H39BKN9O5, DFT ωB97M-V/def2-TZVPD
K -1.56766 -0.07551 0.63595
O -5.87156 -1.53418 2.61456
C -5.62545 -1.49718 3.93068
C -6.70649 -1.53910 4.81771
C -6.49191 -1.50358 6.18323
C -5.19760 -1.42507 6.68813
C -4.12720 -1.38285 5.80816
C -4.31138 -1.41770 4.42965
C -3.15117 -1.37756 3.47210
O -3.42892 -1.35898 2.22005
N -1.96739 -1.33332 4.02838
N -0.93664 -1.42706 3.11099
C 0.11551 -0.78505 3.41534
C 1.30639 -0.82885 2.53210
C 1.97777 0.36096 2.25133
C 3.03404 0.33377 1.35973
C 3.39570 -0.87650 0.79015
C 2.67939 -2.00884 1.14554
N 1.66009 -2.00292 2.00093
H -4.93719 -1.46924 2.19894
H -7.70410 -1.59715 4.39981
H -7.33952 -1.53453 6.85964
H -5.02615 -1.39387 7.75744
H -3.10908 -1.31835 6.16837
H 0.14868 -0.13610 4.29380
H 1.60887 1.29753 2.64552
H 3.52821 1.25445 1.07611
H 4.17850 -0.93835 0.04382
H 2.91677 -2.96326 0.69092
C -3.50944 1.20184 -2.55177
C -2.09876 0.92094 -2.95312
C -1.35083 1.47744 -4.00552
C -0.07219 0.98363 -3.83827
C 1.13726 1.27950 -4.66309
N -0.09063 0.17278 -2.75901
N -1.33445 0.12870 -2.21924
B 0.99236 -0.68491 -2.06255
N 0.93924 -2.16111 -2.55594
N 1.62487 -3.06909 -1.81846
C 1.43609 -4.24506 -2.39042
C 2.05022 -5.47721 -1.80764
C 0.60998 -4.11453 -3.52143
C 0.31207 -2.76698 -3.58955
C -0.54270 -2.08453 -4.60817
N 2.39690 -0.07243 -2.34401
N 2.66935 1.11018 -1.74354
C 3.87948 1.47461 -2.13734
C 4.51021 2.73523 -1.63731
C 4.41087 0.51328 -3.01634
C 3.43050 -0.45609 -3.12419
C 3.46710 -1.68163 -3.97853
H -4.09180 1.56835 -3.39895
H -3.98770 0.30019 -2.16592
H -3.51225 1.95659 -1.76183
H -1.67844 2.18288 -4.75307
H 0.85077 1.93735 -5.48469
H 1.91279 1.77483 -4.07663
H 1.57704 0.37573 -5.09141
H 0.77935 -0.66327 -0.87816
H 2.67147 -5.20234 -0.95586
H 1.28601 -6.17524 -1.45833
H 2.67116 -6.00244 -2.53787
H 0.25200 -4.88604 -4.18547
H -1.36100 -1.52993 -4.14841
H 0.02733 -1.38029 -5.21695
H -0.96211 -2.84142 -5.27256
H 3.76814 3.35059 -1.12931
H 5.31767 2.51526 -0.93303
H 4.94144 3.30944 -2.46075
H 5.37047 0.51517 -3.51010
H 4.41248 -1.69919 -4.52303
H 3.38259 -2.59207 -3.38619
H 2.65518 -1.69444 -4.70878
C 0.16692 5.11692 0.60078
C 0.28272 3.82582 -0.19758
C -0.01603 4.06573 -1.67233
O 1.63521 3.40080 -0.05301
C -0.71898 2.80149 0.42175
O -1.86250 2.74161 -0.08842
O -0.30100 2.13263 1.39362
H 0.86355 5.86299 0.20684
H 0.40958 4.91906 1.64546
H -0.85041 5.50694 0.53771
H 0.67672 4.81754 -2.06420
H -1.04529 4.39436 -1.81061
H 0.11477 3.14133 -2.23681
H 1.72555 2.51704 -0.45101
```



No. 2
Density functional theory data (ωB97M-V/def2-TZVPD) for one molecule with the formula C5H7NO at a distorted geometry.

The SMILES is CN(C)c1cc1=O. The lowest unoccupied orbital energy is 0.67 eV. Its energy above the lowest of the compared OMol25 structures with the same formula, charge and spin is 371.8 kJ/mol. For the highest occupied orbital energy, the calculation gives -8.6 eV. As for the HOMO-LUMO gap: 9.32 eV.

Geometry as XYZ:
```
14
C5H7NO, DFT ωB97M-V/def2-TZVPD
C 1.34416 0.88028 -0.43799
N 0.26587 -0.04867 -0.32617
C 0.74920 -1.66364 -0.00444
C -0.89171 0.28872 0.10988
C -1.81432 1.30104 0.12933
C -2.20476 0.00366 0.61467
O -2.89776 -0.74593 1.26185
H 1.72494 1.14499 0.58207
H 2.13358 0.36731 -1.01841
H 1.01085 1.88333 -0.75870
H 1.37852 -2.03319 -0.89904
H 1.42633 -1.67166 0.78111
H -0.25131 -2.09343 0.14609
H -1.97358 2.38720 -0.18026
```



No. 3
Density functional theory data (ωB97M-V/def2-TZVPD) for C25H43HfNP2 as an isolated structure at a distorted geometry.

The net charge is +2. The lowest unoccupied orbital energy (alpha / beta) is -8.18 / -8.18 eV. Its energy above the lowest of the compared OMol25 structures with the same formula, charge and spin is 886.1 kJ/mol. For the highest occupied orbital energy (alpha / beta), the calculation gives -12.5 / -12.5 eV. As for the HOMO-LUMO gap (alpha / beta): 4.32 / 4.31 eV.

Geometry as XYZ:
```
72
C25H43HfNP2, DFT ωB97M-V/def2-TZVPD
Hf -0.24642 0.08426 -0.37008
C 2.09280 1.32600 -1.50970
C 0.82203 2.06053 -1.45796
C 2.19334 2.81450 0.27920
C 2.90412 1.81197 -0.44593
C 0.93242 2.99356 -0.30583
C 2.57778 0.54745 -2.68233
H 1.79744 0.30641 -3.41078
H 3.03240 -0.40901 -2.39683
H 3.34241 1.12318 -3.22215
C 4.31854 1.43278 -0.16951
H 4.76273 0.85060 -0.99526
H 4.39176 0.81816 0.74900
H 4.97822 2.30948 -0.00439
C 2.74950 3.53864 1.46693
H 3.78854 3.88370 1.32496
H 2.75763 2.87175 2.34584
H 2.14638 4.42876 1.70900
C -0.03033 4.08122 -0.01156
H 0.44122 5.06483 -0.12761
H -0.40900 4.04413 1.01685
H -0.89346 4.07174 -0.68279
C 0.01768 2.40052 -2.70175
H 0.50958 3.20060 -3.29411
H -0.99955 2.77169 -2.47482
H -0.10782 1.54295 -3.39182
C -1.93301 -3.64698 -0.71781
C -1.31951 -3.44768 -1.89799
C -1.67302 -2.48501 -3.00347
C -2.48745 -1.24906 -2.61034
C -2.06955 -0.49791 -1.30749
C -2.47344 -0.94693 -0.03164
C -3.48530 -2.04679 0.33476
C -3.36426 -3.36424 -0.41548
H -2.25521 -2.98445 -3.80990
H -3.56236 -1.51391 -2.64252
H -0.72682 -2.18985 -3.48785
H -4.03285 -3.30825 -1.27489
H -1.46675 -4.26635 0.07099
H -0.39023 -4.04355 -2.06743
H -3.76595 -4.13029 0.26720
H -3.40973 -2.22357 1.43466
H -2.33374 -0.28509 0.84392
H -4.51827 -1.66745 0.21419
H -2.34248 -0.52850 -3.43175
H -1.94399 0.62578 -1.51835
P 1.05799 -1.97645 0.82513
P -1.00991 0.90971 2.33202
C -0.27715 -2.13654 2.19566
C -0.66898 -0.84651 3.00577
H 0.44502 -2.65445 2.86029
H -1.13509 -2.80664 1.92743
H -1.47197 -1.12058 3.68521
H 0.20123 -0.65937 3.64578
C -0.01605 2.04177 3.36921
H 0.13488 3.00647 2.87074
H 0.98197 1.62073 3.53555
H -0.48356 2.24430 4.33980
C -2.66265 1.70626 2.64980
H -3.11888 1.36328 3.59950
H -3.37185 1.52903 1.82104
H -2.48960 2.79651 2.74953
C 2.18887 -3.31552 0.51023
H 2.98206 -2.97635 -0.17957
H 1.71234 -4.21737 0.09499
H 2.60340 -3.50759 1.50157
C 0.65147 -1.78787 -0.97217
H 0.99978 -0.82244 -1.56047
H -0.46626 -1.86277 -1.04439
H 0.97560 -2.61123 -1.61930
N 2.36518 0.29609 2.25020
C 1.55619 0.01724 1.42106
```



No. 4
Density functional theory data (ωB97M-V/def2-TZVPD) for a 2-piece molecular cluster, C17H16BCl4NO2 overall at a distorted geometry.

The lowest unoccupied orbital energy is -2.23 eV. Its energy above the lowest of the compared OMol25 structures with the same formula, charge and spin is 11.2 kJ/mol. For the highest occupied orbital energy, the calculation gives -7.7 eV. As for the HOMO-LUMO gap: 5.43 eV.

Geometry as XYZ:
```
41
C17H16BCl4NO2, DFT ωB97M-V/def2-TZVPD
Cl 3.55542 1.69636 2.82142
B 2.73482 0.04817 2.80920
Cl 3.22136 -0.97324 1.26482
Cl 3.14666 -0.96025 4.33451
O 1.25108 0.28846 2.71177
C 0.42084 -0.68466 2.67287
C -0.98720 -0.43906 2.78250
C -1.89713 -1.51822 2.89668
C -3.26373 -1.29072 2.97838
C -3.75866 0.02706 2.99128
Cl -5.44372 0.30772 3.02131
C -2.85862 1.10379 2.97329
C -1.49478 0.88665 2.89070
H 0.80259 -1.71182 2.62556
H -1.50602 -2.54361 2.92752
H -3.97645 -2.11575 3.00696
H -3.24340 2.12226 3.00326
H -0.79073 1.71780 2.91654
C 1.12157 4.50146 -2.59647
O -0.10351 3.97886 -3.14908
C -0.37229 2.65820 -2.90562
C 0.44121 1.79664 -2.10818
C 0.01290 0.48658 -1.87870
C -1.13495 0.02314 -2.58591
N -1.25308 -1.33764 -2.34403
C -0.24980 -1.76624 -1.50909
C -0.09276 -3.20762 -1.20868
C 0.53214 -0.66460 -1.16268
C -1.93065 0.85379 -3.36336
C -1.57792 2.18534 -3.49738
H 1.13164 5.55995 -2.85920
H 1.11412 4.36847 -1.50803
H 1.97159 3.97900 -3.05160
H 1.39584 2.10812 -1.68041
H -1.96405 -1.93238 -2.74245
H 0.84802 -3.37109 -0.67088
H -0.92604 -3.56581 -0.58713
H -0.07709 -3.82163 -2.12332
H 1.39821 -0.68297 -0.51567
H -2.83837 0.48784 -3.83639
H -2.17666 2.90614 -4.05532
```



No. 5
Density functional theory data (ωB97M-V/def2-TZVPD) for one molecule with the formula C7H6 at a distorted geometry.

The lowest unoccupied orbital energy (alpha / beta) is -0.12 / -0.94 eV. Its energy above the lowest of the compared OMol25 structures with the same formula, charge and spin is 314.9 kJ/mol. For the highest occupied orbital energy (alpha / beta), the calculation gives -9.3 / -8.5 eV. As for the HOMO-LUMO gap (alpha / beta): 9.17 / 7.54 eV.

Geometry as XYZ:
```
13
C7H6, DFT ωB97M-V/def2-TZVPD
C 1.09673 -0.38777 -1.76940
C 0.09348 -1.90606 -0.27358
C 0.70286 0.52604 -0.90162
C 0.78270 -1.75274 -1.49606
C -0.49736 -0.76333 0.43961
C -0.02801 0.58397 0.30343
C -0.49551 1.69877 1.14594
H 1.59431 -0.07980 -2.65952
H -0.20170 -2.98335 -0.13613
H -1.02185 -0.89389 1.39092
H 0.24096 2.18132 1.62720
H -1.36651 1.36849 1.85116
H -0.90012 2.40834 0.47807
```



No. 6
Density functional theory data (ωB97M-V/def2-TZVPD) for C28H30FeN7O6 as an isolated structure.

The net charge is +1. Its spin multiplicity is 5. The lowest unoccupied orbital energy (alpha / beta) is -2.97 / -5.00 eV. Its energy above the lowest of the compared OMol25 structures with the same formula, charge and spin is 452.7 kJ/mol. For the highest occupied orbital energy (alpha / beta), the calculation gives -10.8 / -10.8 eV. As for the HOMO-LUMO gap (alpha / beta): 7.83 / 5.83 eV.

Geometry as XYZ:
```
72
C28H30FeN7O6, DFT ωB97M-V/def2-TZVPD
Fe -0.04471 0.32869 -0.02648
O 1.62053 0.36996 -1.56693
C 2.35137 -0.60997 -1.71159
C 2.68826 -1.57016 -0.70925
C 3.44867 -2.69328 -1.04750
C 3.84204 -3.57224 -0.07384
C 3.57265 -3.30910 1.27979
C 2.81602 -2.22630 1.62843
C 2.25637 -1.37146 0.64046
O 1.40650 -0.46832 0.97244
N 4.53304 -4.80077 -0.44321
O 5.06339 -5.44093 0.44452
O 4.55494 -5.09895 -1.62555
H 2.82760 -0.76857 -2.69362
H 3.71837 -2.88514 -2.07884
H 3.95422 -3.99192 2.02569
H 2.58172 -2.01990 2.66192
C -0.48525 4.35891 1.17057
C -0.06424 4.35095 2.45597
C -0.07643 3.15173 3.20870
C -0.28968 1.93304 2.54141
N -0.54063 1.90462 1.25030
C -1.01554 3.09680 0.58744
C -0.32110 0.61607 3.22791
C 0.33400 0.37081 4.42477
C 0.18688 -0.87136 5.02145
C -0.61154 -1.82014 4.40772
C -1.22694 -1.48607 3.20875
N -1.09204 -0.30388 2.62771
H -0.55387 5.27068 0.59116
H 0.24812 5.26796 2.93775
H 0.11544 3.17594 4.27100
H -2.11962 3.12139 0.68663
H 0.95622 1.13189 4.87622
H 0.69499 -1.10163 5.94859
H -0.74970 -2.79998 4.84298
H -1.86080 -2.19847 2.69284
N -5.23398 0.66166 -2.03482
C -4.61819 1.74156 -2.59384
O -5.12222 2.38953 -3.48681
C -3.26494 2.08265 -2.07290
C -2.74560 3.38699 -2.33674
C -1.55185 3.74508 -1.82946
C -0.80194 2.81594 -0.93794
N -1.21469 1.42231 -1.03742
C -2.41818 1.14402 -1.47646
H -6.18591 0.49319 -2.31664
H -4.92029 0.24286 -1.17817
H -3.32413 4.03691 -2.97998
H -1.10609 4.70917 -2.03697
H 0.27575 2.87437 -1.12024
H -2.70095 0.09791 -1.41630
C -1.00441 -4.43446 -2.97318
N -1.27009 -3.46382 -1.92180
C -1.31596 -4.02025 -0.57909
C -1.08696 -2.12623 -2.07954
O -0.66115 -1.45463 -1.11264
N -1.41067 -1.60110 -3.29069
C -0.93793 -0.30165 -3.73388
C -2.46150 -2.15924 -4.13095
H -0.19300 -5.09316 -2.65613
H -0.69242 -3.93314 -3.88478
H -1.88286 -5.04829 -3.18253
H -2.12910 -4.74648 -0.52708
H -1.49490 -3.22460 0.13686
H -0.37878 -4.52399 -0.32927
H -0.19699 0.08762 -3.04819
H -1.76661 0.40837 -3.80407
H -0.49092 -0.40242 -4.72486
H -2.93706 -3.00589 -3.64773
H -2.07627 -2.47061 -5.10415
H -3.22235 -1.39272 -4.30041
```



No. 7
Density functional theory data (ωB97M-V/def2-TZVPD) for a 2-piece molecular cluster, C7H14NO3 overall.

The net charge is -1. The lowest unoccupied orbital energy is 2.54 eV. Its energy above the lowest of the compared OMol25 structures with the same formula, charge and spin is 357.6 kJ/mol. For the highest occupied orbital energy, the calculation gives -0.5 eV. As for the HOMO-LUMO gap: 3.04 eV.

Geometry as XYZ:
```
25
C7H14NO3, DFT ωB97M-V/def2-TZVPD
C 0.30647 -3.11122 -3.19216
C 0.17034 -2.48241 -1.83033
C 1.41322 -2.03791 -1.03996
N 2.02531 -0.78979 -1.52749
H 0.86468 -4.06079 -3.12230
H 0.84658 -2.44426 -3.87940
H -0.49020 -1.59223 -1.87814
H -0.36303 -3.17049 -1.14898
H 2.17134 -2.82571 -1.10429
H 1.13910 -1.93801 0.03562
H 1.48196 -0.00206 -1.19915
H 2.96859 -0.68470 -1.17835
C -2.15751 2.27174 2.76937
C -1.44368 1.70828 1.57129
C -0.01913 1.23374 1.80314
O 0.60425 1.50024 0.54911
C -0.07908 2.48902 -0.07543
O 0.28587 3.07065 -1.04227
O -1.23717 2.73886 0.58740
H -3.14206 2.64290 2.49013
H -2.28667 1.48845 3.51851
H -1.58019 3.08707 3.20659
H -2.02670 0.91583 1.09388
H 0.07433 0.17101 2.00958
H 0.47335 1.82178 2.58364
```